# C69H154N6O11

A 11-piece molecular cluster, C69H154N6O11 overall in a non-equilibrium geometry (ωB97M-V/def2-TZVPD, OMol25).

ORCA input file:
```
! wB97M-V def2-TZVPD RIJCOSX def2/J DEFGRID3
* xyz 1 2
C -6.779 -1.128 -6.814
C -5.995 0.134 -7.212
C -6.936 1.330 -7.136
C -7.326 1.796 -5.714
C -6.099 1.994 -4.853
C -5.037 0.841 -4.919
N -4.788 0.479 -6.324
O -3.831 -0.510 -6.349
C -3.734 1.562 -4.409
C -5.496 -0.279 -3.952
C -5.619 -0.002 -8.679
H -7.831 -1.137 -6.528
H -6.367 -1.815 -6.075
H -6.717 -1.852 -7.627
H -6.453 2.188 -7.604
H -7.887 1.066 -7.600
H -7.932 1.077 -5.162
H -8.007 2.647 -5.695
H -6.301 2.325 -3.834
H -5.596 2.845 -5.312
H -2.927 0.831 -4.457
H -3.405 2.394 -5.032
H -3.869 1.980 -3.411
H -6.570 -0.259 -4.140
H -5.121 -1.297 -4.058
H -5.269 0.016 -2.927
H -4.803 -0.719 -8.777
H -5.274 1.005 -8.911
H -6.424 -0.301 -9.350
H -3.145 -0.127 -6.901
C 4.542 -1.523 2.760
C 5.957 -1.028 2.897
C 5.672 0.417 3.591
C 6.996 0.988 4.070
C 7.678 0.092 5.098
C 7.932 -1.331 4.466
N 6.716 -1.856 3.814
O 6.525 -3.196 3.576
C 9.177 -1.350 3.670
C 8.245 -2.296 5.688
C 6.607 -0.861 1.448
H 4.331 -2.474 2.272
H 3.971 -0.653 2.436
H 4.224 -1.738 3.780
H 5.143 0.940 2.794
H 5.105 0.167 4.488
H 6.826 1.994 4.452
H 7.737 1.024 3.271
H 7.266 0.091 6.107
H 8.537 0.721 5.329
H 9.140 -0.687 2.806
H 10.024 -0.952 4.230
H 9.352 -2.377 3.352
H 7.345 -2.701 6.151
H 8.800 -3.151 5.302
H 8.845 -1.902 6.508
H 6.030 -0.137 0.873
H 6.852 -1.772 0.902
H 7.505 -0.254 1.563
H 5.963 -3.317 4.345
C 0.553 1.041 1.682
C -0.342 0.698 0.523
C 0.430 0.855 -0.819
C -0.164 0.176 -2.001
C -0.524 -1.309 -1.599
C -1.380 -1.543 -0.398
N -0.844 -0.695 0.697
O -1.507 -0.919 1.872
C -2.851 -1.260 -0.788
C -1.060 -3.011 -0.021
C -1.509 1.725 0.544
H 1.053 1.982 1.455
H 1.332 0.286 1.783
H 0.039 1.104 2.641
H 0.577 1.916 -1.019
H 1.449 0.500 -0.670
H 0.458 0.187 -2.896
H -1.172 0.553 -2.172
H 0.280 -2.035 -1.716
H -1.147 -1.649 -2.427
H -3.002 -0.298 -1.277
H -3.094 -1.965 -1.583
H -3.549 -1.173 0.045
H -1.353 -3.345 0.974
H -1.402 -3.673 -0.817
H -0.002 -3.269 -0.064
H -2.021 1.855 1.497
H -2.395 1.354 0.027
H -1.434 2.713 0.091
H -1.334 -1.809 2.188
C -0.899 9.117 1.507
C -0.327 8.156 2.555
C -1.591 7.326 3.090
C -1.034 5.987 3.605
C -0.409 5.233 2.407
C 0.930 5.917 1.959
N 0.694 7.402 1.847
O 1.740 8.121 1.329
C 2.196 5.572 2.807
C 1.078 5.211 0.611
C 0.354 8.735 3.756
H -0.279 9.851 0.992
H -1.770 9.519 2.024
H -1.374 8.611 0.666
H -2.176 7.831 3.859
H -2.408 7.120 2.399
H -1.774 5.364 4.108
H -0.291 6.112 4.393
H -1.116 5.195 1.578
H -0.114 4.271 2.826
H 2.359 4.499 2.911
H 3.147 5.909 2.392
H 2.074 6.101 3.752
H 0.901 4.138 0.691
H 0.228 5.599 0.049
H 1.948 5.401 -0.019
H -0.331 8.716 4.603
H 0.653 9.758 3.524
H 1.190 8.096 4.042
H 1.542 8.154 0.390
C 5.524 -7.486 -1.552
C 3.943 -7.182 -1.383
C 3.457 -7.598 0.014
C 3.828 -6.636 1.191
C 3.271 -5.249 0.805
C 3.833 -4.643 -0.539
N 3.784 -5.768 -1.626
O 4.338 -5.278 -2.840
C 2.929 -3.502 -0.945
C 5.349 -4.218 -0.389
C 3.240 -8.111 -2.450
H 5.992 -7.041 -2.431
H 5.871 -8.516 -1.633
H 6.072 -7.224 -0.647
H 2.388 -7.803 0.069
H 3.938 -8.564 0.167
H 4.915 -6.643 1.270
H 3.415 -6.956 2.148
H 3.473 -4.519 1.590
H 2.198 -5.422 0.719
H 3.428 -2.750 -1.556
H 2.100 -3.896 -1.532
H 2.515 -3.050 -0.043
H 6.034 -4.949 -0.819
H 5.405 -3.194 -0.760
H 5.561 -3.932 0.641
H 3.779 -8.221 -3.391
H 2.267 -7.648 -2.615
H 3.062 -9.161 -2.214
H 5.145 -5.782 -2.965
C -3.029 -0.385 7.030
C -2.302 0.511 5.969
C -2.951 1.917 5.877
C -2.505 2.937 6.895
C -0.955 3.065 6.916
C -0.294 1.686 7.091
N -0.856 0.757 6.142
O -0.081 -0.322 5.971
C 1.263 1.822 6.854
C -0.531 1.314 8.544
C -2.515 -0.318 4.700
H -2.334 -1.080 7.502
H -3.934 -0.889 6.690
H -3.307 0.319 7.814
H -2.697 2.312 4.893
H -4.034 1.952 5.756
H -3.003 2.742 7.845
H -2.988 3.880 6.638
H -0.528 3.787 7.612
H -0.639 3.522 5.978
H 1.786 2.431 7.592
H 1.857 0.916 6.977
H 1.439 2.224 5.856
H -0.029 1.953 9.271
H -1.575 1.304 8.856
H -0.207 0.313 8.830
H -3.466 -0.279 4.168
H -2.107 -1.314 4.873
H -1.924 0.178 3.930
H 0.243 -0.143 5.086
C -3.196 -5.733 -5.336
C -3.272 -4.333 -4.746
C -2.002 -3.775 -4.128
O -3.782 -3.485 -5.788
H -2.694 -5.848 -6.297
H -4.174 -6.127 -5.614
H -2.858 -6.454 -4.593
H -4.036 -4.333 -3.969
H -1.190 -3.558 -4.823
H -1.600 -4.238 -3.227
H -2.235 -2.760 -3.805
H -3.338 -2.636 -5.721
C -0.629 0.932 -6.419
C 0.571 1.742 -6.804
C 0.964 2.704 -5.740
O 1.724 0.975 -7.265
H -0.537 0.299 -5.536
H -0.964 0.340 -7.271
H -1.455 1.628 -6.273
H 0.364 2.361 -7.677
H 1.750 3.339 -6.148
H 1.434 2.164 -4.917
H 0.164 3.363 -5.404
H 1.463 0.416 -8.000
C -5.246 -6.689 -1.920
C -4.236 -5.741 -1.189
C -4.967 -4.739 -0.302
O -3.586 -6.534 -0.306
H -5.616 -6.203 -2.823
H -6.076 -6.948 -1.262
H -4.853 -7.655 -2.237
H -3.543 -5.328 -1.922
H -4.303 -4.109 0.288
H -5.647 -5.216 0.405
H -5.614 -4.131 -0.934
H -2.821 -6.110 0.089
C -4.561 3.982 2.280
C -5.835 4.196 3.082
C -5.805 5.026 4.345
O -6.853 4.677 2.204
H -3.944 4.870 2.148
H -4.907 3.729 1.278
H -4.010 3.106 2.624
H -6.126 3.179 3.349
H -6.703 4.638 4.824
H -5.844 6.109 4.226
H -4.961 4.791 4.993
H -6.750 5.600 1.961
C 5.955 0.605 -5.904
C 4.677 0.245 -5.202
C 3.986 1.340 -4.313
O 3.819 -0.340 -6.138
H 6.612 -0.263 -5.951
H 6.482 1.428 -5.420
H 5.785 0.909 -6.937
H 5.004 -0.507 -4.484
H 3.760 2.231 -4.899
H 4.486 1.581 -3.374
H 3.097 0.887 -3.876
H 3.086 0.252 -6.322
*
```

Calculated values
Orbital gap (alpha / beta): 6.159 / 2.413 eV
⟨S²⟩: 0.754
E_LUMO (alpha / beta): -2.724 / -6.470 eV
Highest occupied orbital energy (alpha / beta): -8.883 / -8.883 eV